(1)
80
Properties=species:S:1:pos:R:3:forces:R:3 method="wB97M-V/def2-TZVPD" largest_force_ev_per_a=2.089 homo_lumo_gap_ev=7.76 spin_multiplicity=1 e_tot_ev=-57191.1165 smiles="N=[PH2]c1cccc2nc(CN)c(C[C@H](O)C(F)(F)F)nc12.CCOCC.CCOCC.CCOCC"
N 5.142 4.846 0.513 0.1 -0.1 -0.4
P 5.142 3.908 -0.764 -0.2 0.2 1.7
C 3.422 3.623 -1.367 1.9 -0.8 0.0
C 2.666 4.696 -1.666 -0.9 0.4 -0.3
C 1.325 4.479 -2.100 0.8 1.2 0.2
C 0.852 3.229 -2.227 -1.0 -0.5 -0.2
C 1.640 2.093 -1.932 -0.9 0.0 0.0
N 1.081 0.858 -2.067 1.0 0.1 0.2
C 1.893 -0.127 -1.775 -0.2 -0.7 -0.6
C 1.268 -1.525 -1.909 -0.1 0.7 0.5
N 0.238 -1.685 -0.859 0.4 0.2 -0.2
C 3.250 0.079 -1.357 0.6 -0.8 0.0
C 4.128 -1.137 -1.082 0.0 0.2 0.2
C 5.631 -0.865 -0.923 0.0 -0.6 0.8
O 5.962 0.000 0.161 -0.3 -0.1 -0.4
C 6.357 -0.426 -2.205 0.6 -0.1 0.3
F 6.766 -1.515 -2.900 -0.4 -0.1 0.1
F 5.632 0.311 -3.050 0.1 0.0 0.1
F 7.476 0.238 -1.888 -0.2 0.2 -0.2
N 3.789 1.258 -1.193 -1.2 -0.3 -0.5
C 2.946 2.281 -1.492 0.6 1.0 0.2
H 5.549 4.318 1.279 0.0 0.3 0.1
H 5.893 4.425 -1.846 -0.3 -0.3 -0.2
H 5.708 2.660 -0.425 -0.1 0.1 -0.8
H 3.057 5.706 -1.572 -0.1 -0.1 0.1
H 0.711 5.344 -2.334 0.0 -0.2 0.1
H -0.179 3.080 -2.542 0.2 -0.2 0.0
H 2.004 -2.321 -1.802 -0.2 0.1 -0.1
H 0.792 -1.586 -2.893 0.1 -0.1 0.2
H -0.421 -0.919 -0.986 -0.1 -0.1 0.0
H 0.705 -1.464 0.020 -0.2 -0.2 0.1
H 3.995 -1.930 -1.828 0.1 0.3 0.0
H 3.782 -1.583 -0.134 0.1 0.0 -0.2
H 6.087 -1.832 -0.654 -0.1 0.1 -0.6
H 5.779 -0.525 0.948 0.1 0.3 0.1
C -5.927 -3.571 -2.049 0.0 -0.1 0.1
C -4.770 -2.660 -2.422 0.0 -0.1 0.0
O -4.178 -2.006 -1.315 0.0 0.3 0.0
C -3.624 -2.852 -0.318 0.0 -0.2 0.1
C -2.517 -3.755 -0.830 -0.1 -0.1 -0.3
H -6.698 -3.010 -1.518 0.0 0.0 0.0
H -6.367 -4.009 -2.946 0.0 0.0 0.0
H -5.610 -4.388 -1.399 0.0 0.0 -0.1
H -5.135 -1.869 -3.078 0.1 0.1 0.1
H -4.009 -3.208 -2.991 0.0 -0.1 0.0
H -4.413 -3.433 0.170 0.0 -0.1 0.0
H -3.213 -2.190 0.448 -0.1 0.1 -0.1
H -2.877 -4.448 -1.593 -0.1 -0.1 0.1
H -2.100 -4.346 -0.014 0.0 0.1 0.0
H -1.719 -3.162 -1.276 0.0 0.0 0.1
C -4.049 -7.985 2.357 -0.1 0.0 0.1
C -3.308 -6.721 1.955 0.0 -0.1 0.0
O -4.122 -5.562 1.935 0.0 0.1 -0.2
C -4.731 -5.201 3.161 0.0 0.0 0.1
C -3.743 -4.913 4.278 0.1 -0.1 0.0
H -4.894 -8.160 1.689 0.0 0.0 0.0
H -3.380 -8.845 2.309 0.0 0.0 0.0
H -4.441 -7.923 3.373 0.1 0.0 0.0
H -2.929 -6.838 0.939 -0.1 0.1 0.0
H -2.433 -6.560 2.595 0.0 0.0 0.1
H -5.455 -5.965 3.466 0.0 0.0 0.1
H -5.307 -4.297 2.955 0.0 0.0 -0.1
H -3.147 -5.790 4.532 -0.1 0.0 0.1
H -4.271 -4.596 5.178 0.0 0.0 0.0
H -3.051 -4.122 3.980 0.0 0.0 0.0
C 0.327 5.313 2.412 -0.1 0.0 -0.1
C 1.273 6.407 1.946 0.1 -0.1 0.2
O 1.003 6.875 0.636 0.1 0.0 -0.3
C -0.274 7.444 0.419 -0.1 0.0 0.0
C -0.562 8.660 1.283 0.1 0.0 0.1
H 0.354 4.468 1.722 0.0 0.0 0.0
H 0.614 4.965 3.406 0.0 0.0 0.0
H -0.706 5.660 2.466 0.0 0.0 0.1
H 2.290 6.012 1.919 0.0 0.1 -0.2
H 1.284 7.244 2.654 -0.1 0.0 0.0
H -1.056 6.684 0.540 0.0 0.0 0.1
H -0.296 7.742 -0.631 0.1 -0.1 0.0
H -0.564 8.414 2.345 -0.1 0.0 0.0
H -1.539 9.078 1.035 0.0 0.0 0.0
H 0.198 9.427 1.126 0.0 0.0 0.0

(2)
84
Properties=species:S:1:pos:R:3:forces:R:3 method="wB97M-V/def2-TZVPD" largest_force_ev_per_a=3.015 homo_lumo_gap_ev="6.02 / 6.71" spin_multiplicity=6 e_tot_ev=-193079.9713 total_charge=-1 s_squared=8.760 e_above_lowest_kj_mol=0.00
Mn 0.986 0.281 0.326 0.8 -1.9 -0.1
C -1.312 7.533 -0.435 0.0 -0.1 0.0
C -0.888 6.222 0.157 0.0 0.0 0.1
C 0.451 5.944 0.392 -0.1 0.0 0.1
C 0.834 4.728 0.929 0.2 -0.1 0.1
C -0.125 3.781 1.238 0.3 -0.5 0.1
C -1.462 4.035 1.002 -0.1 -0.1 0.0
C -1.840 5.255 0.469 0.1 -0.1 0.1
S 0.434 2.207 1.914 -1.6 2.2 1.2
O 1.732 1.994 1.292 0.3 0.3 0.0
O 0.510 2.358 3.365 0.0 0.0 0.0
N -0.572 1.078 1.483 0.8 1.0 0.0
C -1.396 0.502 2.493 -0.4 -0.1 0.6
C -1.219 -0.998 2.598 -0.3 0.5 0.7
O -1.443 -1.607 3.622 -0.1 0.0 0.3
O -0.837 -1.609 1.502 -0.1 -0.1 -0.4
H -0.473 8.222 -0.477 0.0 0.1 0.0
H -2.108 7.981 0.158 -0.1 0.1 0.0
H -1.689 7.392 -1.447 0.0 0.0 -0.1
H 1.207 6.672 0.131 0.0 0.1 0.0
H 1.875 4.489 1.083 0.1 0.0 0.0
H -2.195 3.269 1.217 -0.1 0.0 0.0
H -2.884 5.458 0.276 -0.1 0.0 0.0
H -2.467 0.673 2.283 0.2 -0.1 0.1
H -1.176 0.938 3.480 -0.2 -0.3 -0.2
S 2.373 3.316 -1.688 -0.1 0.2 0.1
C 1.786 1.775 -1.502 0.6 0.7 -1.5
S 2.792 0.404 -1.355 0.5 -0.1 0.1
S 0.050 1.523 -1.708 0.0 0.2 -0.4
C 3.567 0.560 4.914 -0.1 0.1 0.0
C 3.260 -0.186 3.670 -0.4 -0.2 -0.2
C 4.025 -1.015 2.878 -0.2 0.1 0.0
C 3.196 -1.387 1.808 -0.3 0.2 0.2
N 1.995 -0.821 1.942 0.3 -0.2 0.2
N 2.040 -0.124 3.097 0.8 -0.3 0.4
C 3.496 -2.271 0.651 -0.3 0.2 -0.1
H 4.553 0.290 5.282 0.0 0.0 0.0
H 2.828 0.342 5.684 0.0 0.0 0.1
H 3.532 1.631 4.714 0.1 0.1 0.1
H 5.051 -1.288 3.022 0.2 -0.1 0.1
H 1.304 0.517 3.382 0.1 -0.1 -0.1
H 3.855 -3.242 0.985 0.0 -0.1 0.0
H 4.260 -1.817 0.023 0.1 0.0 -0.1
H 2.583 -2.378 0.058 0.2 -0.1 0.0
C -0.550 -3.889 -0.192 0.0 0.3 0.7
Si -0.891 -3.307 1.579 -0.2 -1.1 -0.2
C 0.455 -3.953 2.771 -0.6 0.2 -0.4
C -2.702 -3.786 1.967 0.8 0.2 0.0
Ge -0.083 -0.841 -1.521 -1.1 -0.5 -2.0
Si -2.472 -0.563 -1.969 -1.0 0.1 -0.1
C -2.930 0.771 -3.288 0.3 -0.5 0.5
C -3.438 -2.152 -2.493 0.6 0.5 0.1
C -3.375 -0.014 -0.361 0.4 -0.1 -0.5
Si 0.788 -1.565 -3.697 0.4 -0.4 -0.4
C 2.321 -2.664 -3.315 -0.5 0.5 0.0
C 1.357 -0.259 -4.988 -0.3 -0.3 0.7
C -0.398 -2.791 -4.603 0.3 0.6 0.4
H -0.668 -4.964 -0.267 0.0 -0.3 0.1
H 0.449 -3.628 -0.522 0.3 0.0 0.0
H -1.237 -3.425 -0.893 -0.2 0.1 -0.1
H 0.050 -4.235 3.737 -0.2 0.0 0.1
H 1.194 -3.174 2.941 0.1 0.2 0.0
H 0.982 -4.810 2.361 0.0 -0.2 -0.2
H -2.871 -4.847 1.817 0.0 -0.3 -0.1
H -3.359 -3.248 1.285 0.0 0.1 -0.1
H -2.991 -3.538 2.983 0.0 0.1 0.1
H -2.408 0.581 -4.222 0.1 0.0 -0.2
H -2.620 1.751 -2.937 0.1 0.2 0.0
H -3.998 0.808 -3.496 -0.2 -0.1 0.1
H -2.957 -2.661 -3.317 0.1 -0.2 -0.3
H -4.448 -1.907 -2.803 -0.3 0.2 0.0
H -3.509 -2.854 -1.669 0.0 -0.2 0.3
H -2.812 0.798 0.084 0.1 0.2 0.1
H -3.397 -0.833 0.352 0.0 -0.2 0.2
H -4.396 0.327 -0.512 -0.2 0.0 -0.2
H 3.087 -2.062 -2.840 0.2 0.1 0.1
H 2.755 -3.122 -4.199 0.0 -0.1 -0.3
H 2.053 -3.460 -2.627 -0.1 -0.2 0.2
H 2.189 0.309 -4.578 0.1 0.1 0.1
H 0.563 0.445 -5.223 -0.1 0.1 0.0
H 1.685 -0.726 -5.913 0.0 -0.2 -0.1
H -0.724 -3.566 -3.917 -0.1 -0.2 0.2
H 0.099 -3.274 -5.437 0.2 -0.1 -0.2
H -1.282 -2.295 -4.986 -0.3 0.2 -0.1

(3)
77
Properties=species:S:1:pos:R:3:forces:R:3 method="wB97M-V/def2-TZVPD" largest_force_ev_per_a=4.870 homo_lumo_gap_ev="6.26 / 3.83" spin_multiplicity=3 e_tot_ev=-68580.2780 total_charge=+1 s_squared=2.022 e_above_lowest_kj_mol=90.43
Au -0.653 -0.566 -2.956 -1.0 -0.7 2.4
C -2.077 1.565 -0.064 0.1 -1.2 -0.2
C -2.809 0.739 -0.862 1.0 0.7 0.4
C -2.416 -0.525 1.024 0.4 0.5 -1.2
C -1.654 0.825 1.233 -2.0 0.5 0.0
C -2.982 -0.550 -0.213 0.6 -0.1 0.9
C -1.717 2.958 -0.360 0.3 0.7 0.0
H -1.386 3.072 -1.404 -0.1 0.1 0.3
H -0.922 3.309 0.312 -0.2 0.0 -0.3
H -2.584 3.627 -0.221 0.2 -0.1 -0.1
C -2.132 1.557 2.485 -0.2 0.1 0.0
H -1.699 2.560 2.510 -0.1 0.0 0.1
H -1.806 1.015 3.378 -0.1 0.1 -0.1
H -3.223 1.645 2.492 0.1 0.0 0.0
C -2.425 -1.584 2.032 0.1 -0.7 0.8
H -3.458 -1.810 2.343 0.3 0.1 0.1
H -1.834 -1.295 2.912 -0.3 -0.2 -0.2
H -2.007 -2.519 1.641 -0.2 0.1 0.2
C -3.617 -1.725 -0.865 -0.4 -0.2 0.2
H -4.674 -1.535 -1.099 0.2 -0.1 -0.1
H -3.567 -2.600 -0.208 0.0 0.1 -0.2
H -3.097 -1.961 -1.806 -0.1 0.0 0.1
C -3.324 1.103 -2.213 -0.2 0.1 -0.2
H -4.125 1.857 -2.162 0.2 -0.2 -0.1
H -3.717 0.220 -2.727 -0.1 0.2 0.0
H -2.510 1.523 -2.823 -0.3 0.1 0.0
C 1.265 0.474 -3.189 -0.2 2.9 -0.6
C 0.161 1.331 -3.535 3.0 0.6 0.5
C -0.217 1.675 -4.964 -0.3 0.5 0.0
C -1.182 0.679 -5.659 -0.7 0.3 0.3
C -1.243 -0.688 -5.020 1.0 -1.8 -1.8
C -0.059 -1.474 -4.817 -1.8 0.0 -2.0
C 1.297 -1.003 -5.294 0.4 -0.2 -0.1
C 2.107 -0.222 -4.227 0.4 -0.7 0.4
H 0.671 1.830 -5.600 -0.1 -0.2 0.5
H -0.926 0.629 -6.731 0.0 -0.3 0.4
H -0.735 2.652 -4.930 0.3 -0.4 0.0
H 2.811 0.464 -4.737 -0.5 0.0 0.3
H 1.735 0.642 -2.215 -0.4 -0.2 -0.1
H -0.129 2.063 -2.771 0.0 -0.4 -0.2
H 2.756 -0.943 -3.698 -0.2 0.3 -0.2
H 1.889 -1.896 -5.556 -0.3 0.4 0.0
H -0.186 -2.556 -4.696 0.0 0.4 0.1
H 1.216 -0.404 -6.220 -0.2 -0.3 0.5
H -2.196 1.110 -5.623 0.3 -0.2 0.0
H -2.201 -1.213 -5.104 0.3 0.1 0.3
P 2.108 1.543 0.729 0.4 0.3 0.1
C 1.529 2.554 2.148 -0.2 -0.1 0.0
H 2.061 3.514 2.143 -0.1 -0.1 0.2
H 1.710 1.994 3.090 -0.2 0.8 -1.0
H 0.450 2.707 2.035 0.2 0.2 0.2
C 3.857 1.450 1.304 -0.1 -0.2 -0.4
H 4.233 2.473 1.417 0.2 -0.3 0.1
H 4.448 0.893 0.565 0.1 0.2 0.3
H 3.865 0.918 2.265 0.2 0.1 -0.2
C 2.274 2.915 -0.507 0.1 -0.3 0.0
H 2.639 2.498 -1.455 0.1 0.3 0.2
H 2.989 3.646 -0.106 -0.2 0.0 -0.3
H 1.297 3.383 -0.684 0.3 0.0 0.1
P 1.778 -2.560 0.933 -0.8 0.1 -0.2
C 0.247 -3.052 0.027 -0.2 0.0 0.1
H 0.394 -4.001 -0.506 0.0 0.2 0.0
H -0.051 -2.261 -0.682 0.1 -0.1 0.1
H -0.568 -3.185 0.748 0.2 0.0 -0.3
C 2.964 -2.846 -0.436 0.4 0.4 0.2
H 2.538 -2.493 -1.385 0.2 -0.1 0.2
H 3.217 -3.909 -0.484 0.0 0.2 -0.2
H 3.865 -2.264 -0.203 0.0 -0.2 -0.3
C 2.005 -4.059 1.962 0.0 0.2 0.1
H 2.525 -4.836 1.390 -0.1 0.0 0.3
H 1.015 -4.411 2.291 0.4 0.1 0.0
H 2.579 -3.740 2.838 -0.1 -0.4 -0.1
O 1.756 0.694 4.388 -1.0 -2.5 -1.2
Cl 1.128 -0.607 3.895 0.8 -0.2 4.8
O 1.984 -1.752 4.398 -1.5 1.8 -1.6
O -0.248 -0.723 4.492 1.8 0.1 -1.7
O -0.342 0.518 1.288 0.0 -1.0 -0.5